ORCA calculation (ωB97M-V with the def2-TZVPD basis set) on a molecular structure, C14H40GaO4S4 in a non-equilibrium geometry.

Each line ends with the Löwdin charge.
Cartesian coordinates (Å):
Ga1 0.140 -0.766 3.045  0.25
S1 6.170 1.585 1.456  0.81
S2 -4.356 -1.198 -0.244  0.79
S3 4.797 5.231 -1.450  0.81
S4 -9.530 -2.105 -3.241  0.82
O1 -3.276 -2.029 -0.847  -0.56
O2 -8.511 -2.423 -2.201  -0.55
O3 6.224 4.938 -1.126  -0.57
O4 4.917 1.963 0.744  -0.55
C1 -4.553 -1.727 1.468  -0.26
C2 4.649 7.018 -1.642  -0.28
C3 -8.638 -1.652 -4.740  -0.27
C4 -10.160 -3.673 -3.869  -0.28
C5 6.890 0.188 0.572  -0.27
C6 -0.301 -1.828 1.338  -0.33
C7 2.365 -3.274 2.003  -0.12
C8 3.060 -0.916 1.147  -0.11
C9 0.846 -1.978 0.287  -0.28
C10 3.871 5.122 0.089  -0.26
C11 7.430 2.781 0.978  -0.28
C12 2.278 -2.244 0.834  -0.43
C13 0.325 1.267 2.750  -0.31
C14 -5.928 -1.860 -0.831  -0.31
H1 6.234 -0.671 0.702  0.04
H2 4.344 5.744 0.849  0.06
H3 -7.906 -2.423 -4.983  0.06
H4 -9.329 -4.312 -4.169  0.06
H5 3.598 7.283 -1.759  0.05
H6 -1.098 -0.996 4.085  -0.12
H7 3.874 4.080 0.414  0.03
H8 -10.819 -3.485 -4.718  0.05
H9 2.610 -4.277 1.590  0.06
H10 3.191 -2.973 2.669  0.05
H11 0.600 1.477 1.697  -0.03
H12 7.480 2.855 -0.108  0.04
H13 -0.621 1.775 3.020  -0.04
H14 6.975 0.426 -0.489  0.06
H15 -8.126 -0.708 -4.560  0.05
H16 -0.733 -2.815 1.605  0.03
H17 7.873 -0.037 0.990  0.05
H18 -6.749 -1.357 -0.322  0.05
H19 7.151 3.747 1.392  0.04
H20 1.460 -1.273 3.833  -0.08
H21 8.398 2.479 1.382  0.05
H22 5.199 7.313 -2.535  0.04
H23 3.467 -0.591 0.165  0.06
H24 1.115 1.657 3.424  -0.03
H25 3.925 -1.088 1.808  0.06
H26 5.071 7.520 -0.771  0.05
H27 2.844 5.447 -0.083  0.06
H28 1.447 -3.388 2.588  0.03
H29 -5.972 -2.933 -0.646  0.06
H30 0.597 -2.855 -0.354  0.09
H31 2.405 -0.102 1.482  0.04
H32 2.848 -2.699 -0.005  0.11
H33 -4.682 -2.809 1.507  0.06
H34 -9.345 -1.530 -5.561  0.05
H35 0.897 -1.125 -0.419  0.10
H36 -3.654 -1.446 2.018  0.04
H37 -1.135 -1.280 0.807  0.02
H38 -6.000 -1.675 -1.900  0.03
H39 -5.418 -1.225 1.905  0.05
H40 -10.723 -4.157 -3.073  0.05

Calculated values
HOMO-LUMO gap: 5.81 eV
Total charge: -1
Energy relative to the best compared isomer or geometry (same formula, charge and spin): 38.73 kJ/mol
HOMO energy: -4.072 eV
LUMO energy: 1.74 eV